Arrangement P

11
Properties=species:S:1:pos:R:3:nbo_charge:R:1 method="wB97M-V/def2-TZVPD" smiles="[H]/N=C(/N)C(=C)F" orbital_gap_ev=10.203 spin_multiplicity=1
H -0.1853 -1.8287 -0.7172 0.3312
N -1.0349 -1.3344 -0.2407 -0.6189
C -0.6509 -0.0935 -0.1767 0.3309
N -1.6547 0.8997 0.1979 -0.8144
C 0.7177 0.0986 -0.0680 0.2901
C 1.2500 1.2436 -0.1987 -0.4377
F 1.3283 -0.9358 0.3686 -0.2900
H -2.5239 0.5495 0.4192 0.3906
H -1.2948 1.6205 0.8559 0.3811
H 0.7249 2.1005 -0.8689 0.2231
H 2.2505 1.5317 -0.0456 0.2140


Arrangement Q

11
Properties=species:S:1:pos:R:3:nbo_charge:R:1 method="wB97M-V/def2-TZVPD" orbital_gap_ev=9.028 spin_multiplicity=1
C 1.0203 1.1379 -1.0530 0.2194
C -0.3136 -1.3041 0.6606 -0.4960
C 0.1568 1.4089 0.0298 -0.3167
N 1.7411 0.8670 -1.9069 -0.2745
N -1.0277 -0.2166 0.1173 0.0053
F -1.2784 -0.3742 -1.2661 -0.2685
H 0.6669 -1.0000 0.8191 0.1973
H -0.6893 -1.5015 1.7444 0.2166
H -0.2604 -2.2938 0.1676 0.2411
H 0.6775 1.3550 0.8812 0.2239
H -0.6932 1.9214 -0.1939 0.2521


Arrangement R

11
Properties=species:S:1:pos:R:3:nbo_charge:R:1 method="wB97M-V/def2-TZVPD" smiles="F/N=C/[C@H]1CN1" orbital_gap_ev=10.644 spin_multiplicity=1
F -0.0729 -3.2158 -0.7251 -0.2851
N 0.4948 -1.9008 -0.9299 0.0006
C -0.0106 -1.0497 -0.1220 0.0259
C 0.6056 0.2438 -0.0536 -0.1484
C -0.3430 1.3736 -0.0987 -0.2224
N 0.4212 1.1160 1.0777 -0.5587
H -0.9288 -1.2562 0.3993 0.2041
H 1.4417 0.6121 -0.7024 0.2378
H -0.1773 2.2409 -0.6965 0.2064
H -1.3645 1.0506 0.0204 0.1797
H -0.0662 0.7855 1.8310 0.3602


The least stable of them is arrangement Q.


Arrangement P

7
Properties=species:S:1:pos:R:3:nbo_charge:R:1 method="wB97M-V/def2-TZVPD" orbital_gap_ev="6.644 / 6.643" spin_multiplicity=1
C 1.7122 -0.3650 -0.0662 0.1036
C 0.2837 -0.1873 -0.0155 -0.7956
S 3.2704 1.4215 0.1619 -0.3281
Cl 2.2713 -1.8374 -0.2441 0.2155
H -0.2274 -0.3901 -1.0184 0.2784
H -0.1849 -0.8561 0.7091 0.2577
H -0.1213 0.8320 0.1869 0.2686


Arrangement Q

7
Properties=species:S:1:pos:R:3:nbo_charge:R:1 method="wB97M-V/def2-TZVPD" orbital_gap_ev="7.271 / 8.087" spin_multiplicity=1
C -1.3765 -0.6413 0.5534 -0.6402
C 1.2929 0.3368 -0.7454 -0.4367
S -0.5554 0.4525 -0.3975 0.4993
Cl 1.7673 2.0540 -0.9058 -0.0482
H -0.7044 -1.1450 1.1897 0.2078
H -2.3560 -0.9269 0.3125 0.2279
H 1.9321 -0.1301 -0.0068 0.1900


Arrangement R

7
Properties=species:S:1:pos:R:3:nbo_charge:R:1 method="wB97M-V/def2-TZVPD" orbital_gap_ev="7.000 / 6.998" spin_multiplicity=1
C -0.7075 -0.9552 0.7917 -0.5167
C -0.5141 -0.0432 -0.1645 0.0608
S 1.6154 1.2329 -1.3990 -0.2722
Cl -1.6597 0.8179 -1.0179 0.1144
H -1.5981 -1.5218 0.9070 0.2436
H 0.1631 -1.1016 1.5491 0.2519
H 2.7008 1.5710 -0.6664 0.1182


The least stable of them is arrangement P.